{"formula": "C4H14N2O", "method": "ωB97M-V/def2-TZVPD", "symbols": ["C", "C", "C", "C", "N", "N", "H", "H", "H", "H", "H", "H", "H", "H", "H", "H", "H", "H", "H", "H", "O"], "coordinates": [[0.971, -1.178, 1.117], [0.887, -1.134, -0.425], [0.316, 0.143, -1.021], [-1.201, 0.270, -0.914], [-1.851, -0.831, -1.636], [1.373, 0.050, 1.770], [0.016, -1.559, 1.485], [1.741, -1.914, 1.361], [1.890, -1.193, -0.862], [0.270, -1.925, -0.830], [0.551, 0.135, -2.094], [0.811, 1.060, -0.697], [-1.483, 0.164, 0.116], [-1.494, 1.255, -1.285], [-2.768, -1.024, -1.269], [-1.991, -0.617, -2.612], [2.323, 0.345, 1.635], [0.917, 0.627, 2.447], [0.118, 1.869, 1.187], [-1.086, 2.743, 1.548], [-0.309, 2.714, 0.980]], "forces_ev_per_angstrom": [[0.045, -0.303, -0.145], [0.505, 1.223, -0.126], [-0.194, 0.367, -0.824], [0.378, -0.241, -0.630], [0.003, -0.089, -0.002], [0.420, 0.762, -0.531], [0.101, 0.274, 0.343], [-0.290, -0.342, 0.063], [0.024, -0.410, 0.232], [0.074, -0.536, 0.171], [-0.084, -0.166, -0.013], [-0.065, -0.157, 0.422], [-0.298, 0.199, 0.674], [-0.130, 0.046, 0.222], [-0.186, -0.002, 0.167], [0.174, 0.097, -0.151], [0.040, -0.122, -0.061], [-0.556, -0.662, 0.235], [0.069, 0.035, -0.206], [0.031, 0.053, -0.062], [-0.064, -0.028, 0.222]], "e_tot_ev": -9402.3002, "fmax_ev_per_a": 1.33, "e_above_lowest_kcal_mol": 30.1, "smiles": "NCCCCN.O"}